# 1
The following is a quantum chemistry calculation of a cluster of 2 separate species, C3H4N2S in total at a distorted geometry, from the Open Molecules 2025 dataset.

```
! wB97M-V def2-TZVPD RIJCOSX def2/J DEFGRID3
* xyz 0 1
S -1.934 1.073 1.179
N -1.831 -2.438 -0.870
N 1.953 0.805 0.797
C -1.664 -1.496 -0.100
C -1.804 -0.406 0.508
C 1.695 1.313 -0.316
H 2.102 1.471 1.533
H 1.480 2.314 -0.506
H 1.343 0.689 -1.205
H -1.339 -3.324 -1.021
*
```

Computed properties:
Energy relative to the best compared isomer or geometry (same formula, charge and spin) = 105.9 kcal/mol
Frontier orbital gap (spin up / spin down) = 0.235 / 0.235 Ha
Structure (SMILES) = N=C=C=S.C=N
Calculated total energy = -624.25709 hartree

Löwdin population analysis, charges in e, atoms 1 to 4: 0.66, 0.16, 0.03, -0.29



# 2
The following is a quantum chemistry calculation of a structure of composition C41H39ClLaNO2P2S at a distorted geometry, from the Open Molecules 2025 dataset.

```
! wB97M-V def2-TZVPD RIJCOSX def2/J DEFGRID3
* xyz 2 1
La 0.498 0.714 1.156
Cl 0.482 2.154 3.527
S -0.080 -1.526 -0.911
P 2.720 0.052 -0.718
P -2.008 -0.822 1.427
O -0.739 2.492 0.357
O -1.208 -1.197 -1.832
N -1.832 3.041 -1.530
C 2.123 -3.540 -3.557
C 2.950 3.802 -2.238
C 2.751 1.416 -1.911
C -2.462 4.114 0.574
C -1.883 -1.007 5.482
C 2.344 2.379 -4.082
C 2.529 -1.447 -1.740
C -1.987 -3.601 1.917
C 5.508 0.489 -0.581
C -4.030 0.860 0.655
C 6.863 -0.317 1.237
C 4.370 -0.038 0.028
C -3.221 -0.967 5.856
C -1.553 -0.945 4.138
C 2.004 1.265 2.951
C -1.511 -4.898 1.764
C -3.481 -0.410 0.461
C -4.215 -0.879 4.891
C -2.542 -0.854 3.159
C 2.612 3.642 -3.578
C 3.578 -1.914 -2.530
C -2.937 3.743 -2.215
C 6.749 0.352 0.026
C 1.068 -3.107 -2.777
C -5.721 0.390 -0.985
C -0.045 -4.172 0.002
C -0.533 -5.178 0.824
C 4.495 -0.702 1.248
C -1.645 3.162 -0.241
C -3.880 -0.827 3.544
C -4.056 -1.273 -0.459
C 5.735 -0.847 1.850
C 1.295 -2.091 -1.847
C 3.013 2.694 -1.407
C -5.174 -0.870 -1.181
C -0.546 -2.882 0.139
C -1.010 2.130 -2.334
C -5.148 1.259 -0.059
C 3.382 -2.959 -3.417
C -1.514 -2.568 1.117
C 2.409 1.265 -3.252
H 4.554 -1.447 -2.456
H 2.778 2.027 2.850
H -3.490 -1.008 6.904
H 5.824 -1.365 2.796
H -6.599 0.691 -1.541
H -4.665 -0.765 2.800
H 2.090 2.256 -5.127
H -3.897 3.321 -1.922
H 7.832 -0.420 1.707
H -3.606 1.534 1.394
H 5.428 1.020 -1.523
H 3.171 4.786 -1.844
H -1.894 -5.688 2.397
H 1.972 -4.333 -4.278
H 2.303 0.605 3.765
H -0.499 -0.994 3.874
H -0.146 -6.183 0.725
H 7.627 0.768 -0.449
H -2.806 3.600 -3.282
H -1.108 -1.080 6.232
H 0.016 2.133 -1.970
H -3.637 -2.257 -0.629
H 2.571 4.505 -4.230
H -2.915 4.808 -2.001
H -5.623 -1.547 -1.895
H 4.208 -3.309 -4.022
H -1.002 2.502 -3.354
H -1.416 1.118 -2.313
H -5.256 -0.857 5.184
H -3.497 4.162 0.248
H -2.413 3.822 1.619
H 2.196 0.285 -3.661
H -5.590 2.232 0.118
H 3.297 2.832 -0.368
H 0.082 -3.540 -2.891
H -2.721 -3.390 2.685
H 0.722 -4.399 -0.723
H -2.032 5.116 0.486
H 3.625 -1.118 1.747
*
```

Computed properties:
Energy relative to the best compared isomer or geometry (same formula, charge and spin) = 0.0 kcal/mol
Frontier orbital gap = 0.300 Ha
Calculated total energy = -3363.24161 hartree

Löwdin population analysis, charges in e, atoms 1 to 4: 1.49, 0.42, 0.81, 0.97



# 3
The following is a quantum chemistry calculation of a structure of composition C20H26N6O3S at a distorted geometry, from the Open Molecules 2025 dataset.

```
! wB97M-V def2-TZVPD RIJCOSX def2/J DEFGRID3
* xyz 0 1
S 0.184 1.548 -2.860
O -2.502 -4.718 -2.881
O 2.290 0.615 -1.198
O -0.313 -0.336 4.121
N -2.825 -1.969 -1.942
N -0.599 0.896 -0.429
N 2.419 2.275 0.246
N -1.266 -0.287 -2.383
N -1.241 -0.008 1.672
N -2.123 -0.969 -0.132
C 0.262 3.815 -1.068
C -3.553 -2.965 -1.423
C 3.546 0.686 1.414
C 3.043 1.846 1.454
C -2.046 -3.718 -3.853
C -0.369 1.096 2.250
C 3.917 2.021 3.635
C 1.126 2.635 -1.798
C 4.386 -0.104 2.511
C -1.422 0.171 0.371
C -2.595 -4.289 -1.572
C -1.150 -1.509 3.472
C 3.174 2.447 2.820
C 4.563 0.700 3.674
C 1.858 1.598 -0.798
C 0.379 0.395 3.162
C -2.107 -0.951 -1.391
C -0.736 0.746 -1.700
C -2.149 -0.703 2.435
C -2.774 -2.290 -3.722
H -2.966 0.128 3.159
H -0.533 3.401 -0.245
H 3.403 -0.004 0.587
H -4.548 -2.996 -1.485
H -0.983 -3.507 -3.502
H -2.129 -1.458 -3.894
H 0.866 4.629 -0.654
H -3.140 -5.292 -1.105
H -0.373 4.328 -1.928
H 1.044 0.907 3.890
H 4.173 2.648 4.393
H 1.936 3.337 0.477
H -0.374 -2.176 2.711
H 1.145 -0.220 2.547
H 2.893 3.440 2.782
H -1.741 -2.077 4.268
H 4.817 -1.084 2.425
H -3.436 -2.990 -0.378
H -2.625 -1.244 1.705
H 4.964 0.332 4.548
H -1.982 -4.057 -4.739
H -1.575 -4.168 -1.281
H 1.953 3.274 -2.355
H -3.683 -2.542 -3.909
H 0.045 1.680 1.561
H -1.025 1.906 2.790
*
```

Computed properties:
Energy relative to the best compared isomer or geometry (same formula, charge and spin) = 346.5 kcal/mol
Frontier orbital gap = 0.317 Ha
Calculated total energy = -1729.67059 hartree

Löwdin population analysis, charges in e, atoms 1 to 4: 1.05, -0.18, 0.11, -0.15



# 4
The following is a quantum chemistry calculation of a cluster of 18 separate species, C68H180N8O36 in total at a distorted geometry, from the Open Molecules 2025 dataset.

```
! wB97M-V def2-TZVPD RIJCOSX def2/J DEFGRID3
* xyz 0 1
O -14.111 20.869 24.949
O -23.718 13.960 17.972
O -16.517 16.290 18.741
O -18.924 16.361 30.142
O -15.374 23.531 25.126
O -12.569 15.941 30.870
O -20.389 15.164 17.721
O -28.921 13.605 21.609
O -22.835 9.576 36.021
O -16.319 10.048 27.614
O -18.071 18.875 22.555
O -12.567 18.612 25.465
O -10.435 14.101 30.240
O -9.219 17.617 21.508
O -17.786 21.689 24.731
O -10.595 16.407 27.527
O -14.706 15.841 25.653
O -20.314 10.236 20.434
O -19.710 14.628 22.728
O -18.316 22.909 27.606
O -21.651 8.019 21.417
O -8.693 14.126 27.988
O -10.637 18.671 35.910
O -13.170 19.266 21.540
O -23.179 13.536 25.586
O -13.695 11.415 19.144
O -20.224 15.088 15.077
O -11.259 12.945 24.910
O -23.318 18.978 19.806
O -20.733 19.297 21.416
O -10.156 11.903 20.448
O -17.442 20.047 27.822
O -20.131 12.316 30.446
O -17.376 10.592 22.828
O -20.783 8.364 26.629
O -13.350 12.181 23.686
N -11.735 16.433 34.443
N -18.103 16.260 24.149
N -18.413 8.413 28.549
N -16.223 13.296 20.591
N -11.582 17.366 22.740
N -22.153 15.584 28.679
N -21.587 9.911 33.023
N -25.998 12.908 20.388
C -17.933 21.047 23.454
C -17.847 11.154 24.091
C -15.778 16.368 24.839
C -10.698 19.501 34.817
C -25.952 13.440 18.971
C -7.910 17.549 20.907
C -29.348 12.563 20.599
C -15.068 10.689 27.660
C -20.667 14.297 21.636
C -21.225 10.433 34.356
C -18.498 17.652 29.960
C -26.476 13.807 21.360
C -22.645 13.834 26.873
C -9.466 13.055 28.263
C -10.761 16.115 22.631
C -14.024 20.189 20.898
C -12.365 11.182 23.786
C -19.486 16.156 24.554
C -17.278 21.037 28.877
C -12.573 12.130 19.731
C -20.199 11.801 31.805
C -12.403 17.885 26.624
C -15.505 17.183 18.279
C -23.277 8.284 36.359
C -11.763 15.987 33.066
C -11.192 11.352 19.623
C -9.806 17.554 35.762
C -22.911 12.263 25.150
C -19.871 16.266 17.119
C -13.542 22.127 25.401
C -13.009 17.140 22.555
C -11.368 16.816 26.344
C -18.312 22.065 28.767
C -10.700 13.267 29.127
C -17.222 16.026 25.313
C -17.804 19.597 23.701
C -19.389 7.350 28.268
C -9.356 16.797 22.647
C -16.181 14.979 18.685
C -20.321 16.315 30.134
C -20.747 15.738 28.685
C -23.032 12.782 18.416
C -22.005 9.292 21.811
C -16.487 11.496 22.130
C -20.413 16.339 15.648
C -19.811 7.300 26.813
C -14.337 14.497 25.630
C -11.045 11.947 24.022
C -21.301 8.380 25.298
C -18.946 13.065 30.194
C -20.343 15.692 23.409
C -27.654 13.417 22.252
C -21.687 10.250 20.682
C -18.667 9.829 28.259
C -10.438 16.293 35.060
C -21.471 9.588 35.689
C -12.880 16.516 32.133
C -14.022 23.372 24.673
C -16.948 14.239 19.846
C -17.132 12.824 21.654
C -22.894 15.275 27.430
C -17.330 10.634 28.449
C -13.262 16.116 29.700
C -24.724 14.351 18.899
C -20.854 18.670 20.151
C -13.893 18.359 22.375
C -21.610 11.026 32.024
C -22.007 19.248 19.285
H -20.338 16.471 27.989
H -18.607 10.468 24.465
H -30.370 12.780 20.285
H -9.748 19.990 34.604
H -14.412 12.053 19.175
H -22.213 12.556 17.733
H -13.440 14.560 26.246
H -21.585 13.599 26.969
H -20.881 9.962 36.525
H -23.128 7.675 35.467
H -20.368 14.702 20.669
H -22.284 9.762 19.911
H -18.710 21.593 22.920
H -15.446 13.708 21.089
H -23.085 9.280 21.962
H -18.142 12.392 30.494
H -18.441 19.159 24.469
H -23.966 15.378 27.602
H -22.591 7.923 37.125
H -10.287 11.187 24.208
H -14.650 17.214 18.954
H -21.776 20.313 19.296
H -23.696 11.939 18.607
H -14.809 19.679 20.341
H -13.871 16.167 32.423
H -16.784 19.464 24.061
H -23.082 12.077 24.090
H -9.229 14.916 28.092
H -15.949 10.874 21.415
H -14.734 11.102 28.611
H -19.870 19.191 21.823
H -24.348 8.235 36.554
H -21.920 10.674 31.040
H -22.536 16.239 29.346
H -18.112 12.465 21.340
H -11.786 15.972 25.795
H -14.197 14.341 24.561
H -20.591 13.214 21.541
H -19.286 14.898 15.151
H -29.492 11.539 20.943
H -8.928 12.426 28.972
H -13.329 16.533 23.402
H -22.606 13.023 19.390
H -15.838 24.276 24.736
H -17.121 20.521 29.824
H -22.480 9.439 33.024
H -22.062 9.146 25.152
H -20.147 14.881 28.379
H -9.633 12.539 27.317
H -9.631 16.085 34.358
H -20.176 12.594 32.553
H -21.024 17.595 20.225
H -23.468 11.623 25.834
H -10.856 11.471 18.593
H -14.164 15.515 29.818
H -20.864 17.248 30.287
H -23.293 19.287 20.714
H -14.312 10.011 27.261
H -13.461 17.188 29.705
H -18.893 14.005 30.742
H -25.985 12.585 18.297
H -26.862 14.028 18.846
H -17.481 11.665 28.128
H -18.930 7.262 26.173
H -21.419 9.506 22.705
H -10.470 13.470 25.060
H -18.145 22.692 29.643
H -19.769 15.392 25.278
H -9.662 17.195 36.781
H -10.766 16.161 32.662
H -11.489 20.249 34.750
H -17.924 17.943 22.733
H -14.910 18.121 22.064
H -22.337 11.714 32.453
H -8.657 15.970 22.516
H -21.500 16.268 15.599
H -20.233 7.584 28.916
H -12.843 17.601 32.035
H -13.475 20.835 20.213
H -23.178 13.191 27.573
H -20.524 16.554 22.767
H -12.454 22.142 25.470
H -19.981 17.104 24.766
H -17.413 17.702 29.864
H -11.802 17.441 34.437
H -17.323 14.969 25.562
H -16.950 10.693 29.469
H -13.177 12.709 24.469
H -11.353 10.287 19.786
H -17.289 14.955 20.595
H -7.840 18.537 20.452
H -11.096 17.834 21.988
H -20.531 8.585 24.554
H -16.213 14.607 17.661
H -26.583 14.832 21.006
H -11.259 14.147 30.730
H -16.029 18.138 18.303
H -15.627 16.047 23.809
H -19.055 9.897 27.243
H -10.864 12.319 29.639
H -21.871 11.934 25.160
H -27.534 12.401 22.628
H -15.169 16.956 17.267
H -10.888 15.672 21.643
H -12.272 10.463 22.972
H -10.770 12.373 23.057
H -22.155 11.179 21.008
H -24.276 14.832 19.769
H -20.187 17.177 14.989
H -8.780 17.713 35.430
H -10.621 17.286 25.704
H -17.996 22.293 26.943
H -17.721 13.707 19.292
H -17.701 8.105 27.901
H -13.684 22.108 26.481
H -13.508 24.213 25.137
H -20.421 6.415 26.627
H -16.971 21.316 25.075
H -10.660 18.982 33.860
H -15.721 17.455 24.789
H -19.871 18.734 19.685
H -10.539 15.502 35.803
H -21.876 7.488 25.049
H -13.154 16.499 21.686
H -19.306 21.645 28.922
H -22.725 15.978 26.614
H -21.943 18.953 18.237
H -19.374 11.126 32.034
H -12.629 10.654 24.703
H -17.919 15.507 23.502
H -12.103 18.529 27.451
H -7.899 16.776 20.138
H -17.315 13.602 22.395
H -18.615 18.274 30.848
H -18.275 12.157 24.073
H -15.094 14.958 18.764
H -17.450 16.601 26.210
H -18.795 16.138 17.238
H -17.077 11.304 24.847
H -25.047 15.197 18.292
H -14.680 20.699 21.603
H -18.890 6.410 28.503
H -15.138 11.497 26.932
H -12.933 12.203 20.758
H -9.029 17.305 23.555
H -27.622 14.102 23.099
H -18.848 13.163 29.113
H -19.885 17.143 17.766
H -20.763 8.170 21.085
H -11.506 13.682 28.521
H -21.251 15.334 23.896
H -11.937 14.913 33.141
H -19.433 10.238 28.917
H -28.645 12.568 19.766
H -20.498 14.433 17.108
H -10.077 17.155 27.833
H -9.362 11.800 19.918
H -14.023 18.864 23.333
H -20.159 9.835 19.576
H -19.028 18.173 29.163
H -12.819 18.044 24.734
H -13.253 17.383 27.085
H -14.099 23.429 23.587
H -15.758 11.835 22.868
H -26.438 12.017 20.211
H -20.137 10.442 34.292
H -10.933 15.393 23.430
H -15.067 13.828 26.085
H -21.716 14.481 21.868
H -7.215 17.414 21.735
H -25.557 13.898 21.938
H -12.774 15.774 28.787
H -16.635 19.531 27.757
H -21.010 8.605 35.785
H -16.319 21.530 28.716
H -21.508 11.470 34.536
H -13.710 20.154 25.450
H -17.058 21.221 22.828
H -20.656 15.632 30.915
H -12.439 13.118 19.293
*
```

Computed properties:
Energy relative to the best compared isomer or geometry (same formula, charge and spin) = 70.4 kcal/mol
Frontier orbital gap = 0.312 Ha
Calculated total energy = -5844.53220 hartree

Löwdin population analysis, charges in e, atoms 1 to 4: -0.08, -0.20, -0.21, -0.19



# 5
The following is a quantum chemistry calculation of a structure of composition C11H23CeFNO2P2 at a distorted geometry, from the Open Molecules 2025 dataset.

```
! wB97M-V def2-TZVPD RIJCOSX def2/J DEFGRID3
* xyz 2 2
Ce -0.365 -1.472 -0.226
P 0.988 -1.617 2.247
P -0.070 0.071 -2.603
F -0.413 -3.306 -1.244
O -2.602 -1.144 0.642
O -2.927 -1.932 -1.665
N 0.402 0.861 0.286
C 0.590 2.383 2.138
C -0.065 -0.078 2.486
C 0.866 3.441 1.273
C 0.704 -0.194 -4.227
C -1.645 0.848 -3.114
C 0.489 -2.655 3.654
C 0.802 1.606 -2.048
C 0.706 1.887 -0.557
C 0.930 3.173 -0.088
C 0.341 1.117 1.620
C 2.684 -1.134 2.685
H 1.026 4.451 1.641
H 1.862 1.495 -2.343
H 1.798 -0.177 -4.137
H 0.841 -3.680 3.476
H -1.138 -0.374 2.233
H -2.412 -2.773 -1.560
H -0.604 -2.691 3.729
H 2.798 -0.926 3.758
H 0.400 -1.182 -4.597
H 0.388 2.451 -2.624
H 0.915 -2.287 4.596
H 3.372 -1.953 2.421
H -2.080 1.422 -2.285
H 1.156 3.943 -0.830
H -0.006 0.150 3.559
H 0.387 0.565 -4.958
H 2.999 -0.252 2.114
H -3.153 -1.356 -0.190
H -3.143 -0.691 1.310
H -2.360 0.080 -3.437
H -1.452 1.525 -3.957
H -3.554 -2.118 -2.392
H 0.546 2.525 3.218
*
```

Computed properties:
Energy relative to the best compared isomer or geometry (same formula, charge and spin) = 0.0 kcal/mol
Frontier orbital gap (spin up / spin down) = 0.338 / 0.343 Ha
Calculated total energy = -1895.47839 hartree

Löwdin population analysis, charges in e, atoms 1 to 4: 1.17, 0.80, 0.82, -0.48